{"formula": "C24H24AsN7O4OsS", "method": "ωB97M-V/def2-TZVPD", "multiplicity": 5, "total_charge": 2, "e_lumo_ev": [-6.1, -8.2], "e_homo_ev": [-14.210, -14.410], "elements": ["Os", "O", "S", "O", "N", "C", "C", "C", "C", "C", "C", "C", "C", "N", "C", "C", "C", "C", "C", "C", "C", "H", "H", "H", "H", "H", "H", "H", "H", "H", "H", "H", "C", "As", "C", "C", "O", "H", "H", "H", "H", "H", "H", "H", "H", "H", "N", "C", "C", "C", "N", "H", "H", "H", "H", "O", "N", "C", "C", "N", "C", "N"], "xyz": [[0.00, -0.43, 0.13], [1.28, 1.62, 3.63], [1.07, 0.36, 3.03], [1.84, -0.80, 3.41], [1.34, 0.48, 1.34], [2.43, 1.14, 0.84], [3.41, 1.80, 1.59], [4.46, 2.47, 0.95], [4.55, 2.51, -0.41], [3.59, 1.84, -1.22], [3.63, 1.82, -2.62], [2.66, 1.14, -3.32], [1.66, 0.48, -2.61], [1.61, 0.48, -1.29], [2.55, 1.15, -0.59], [-0.63, -0.05, 3.04], [-1.02, -1.39, 3.09], [-2.38, -1.68, 3.13], [-3.31, -0.65, 3.14], [-2.90, 0.68, 3.12], [-1.56, 1.00, 3.08], [3.36, 1.82, 2.67], [5.19, 2.98, 1.56], [5.36, 3.04, -0.89], [4.42, 2.35, -3.14], [2.66, 1.12, -4.40], [0.88, -0.07, -3.13], [-0.28, -2.17, 3.13], [-2.70, -2.71, 3.19], [-4.36, -0.89, 3.20], [-3.64, 1.47, 3.17], [-1.22, 2.02, 3.08], [-3.66, -2.73, -1.71], [-2.81, -1.03, -1.80], [-3.85, 0.24, -0.82], [-2.59, -0.47, -3.61], [-1.24, -1.30, -1.16], [-4.66, -2.65, -2.12], [-3.71, -3.04, -0.67], [-3.08, -3.45, -2.29], [-4.88, 0.10, -1.12], [-3.51, 1.24, -1.05], [-3.74, 0.04, 0.25], [-3.57, -0.41, -4.08], [-1.98, -1.20, -4.13], [-2.12, 0.51, -3.62], [1.87, -2.60, 1.22], [2.32, -3.84, 1.02], [1.68, -4.35, -0.09], [0.82, -3.34, -0.51], [0.94, -2.27, 0.30], [2.06, -1.98, 2.01], [3.06, -4.27, 1.68], [1.81, -5.32, -0.53], [0.14, -3.31, -1.33], [-1.06, 1.20, -0.15], [-0.55, 2.37, 0.31], [-0.44, 3.25, -0.61], [-0.78, 2.94, -1.98], [-1.05, 2.59, -3.03], [0.09, 4.54, -0.27], [0.51, 5.58, -0.01]]}

=====

{"formula": "C43H63AsN2OPSSi2Tl", "method": "ωB97M-V/def2-TZVPD", "total_charge": 2, "e_lumo_ev": -6.5, "e_homo_ev": -11.937, "elements": ["Tl", "C", "C", "C", "S", "O", "C", "C", "C", "H", "H", "H", "H", "H", "H", "H", "H", "H", "H", "H", "H", "H", "H", "C", "C", "As", "C", "C", "C", "C", "C", "C", "C", "C", "C", "C", "C", "C", "P", "C", "C", "C", "C", "C", "C", "C", "C", "C", "C", "C", "C", "H", "H", "H", "H", "H", "H", "H", "H", "H", "H", "H", "H", "H", "H", "H", "H", "H", "H", "H", "H", "H", "H", "H", "H", "C", "N", "C", "C", "N", "C", "H", "H", "H", "H", "H", "H", "C", "Si", "C", "C", "C", "Si", "C", "C", "C", "H", "H", "H", "H", "H", "H", "H", "H", "H", "H", "H", "H", "H", "H", "H", "H", "H", "H", "H"], "xyz": [[-1.50, -0.61, 0.81], [-6.53, -2.78, 0.88], [-6.08, -3.44, 2.17], [-4.82, -4.29, 1.98], [-3.22, -3.49, 2.17], [-3.30, -2.11, 1.53], [-3.15, -3.17, 3.96], [-3.87, -1.91, 4.45], [-3.10, -1.25, 5.58], [-7.43, -2.18, 1.04], [-6.77, -3.53, 0.12], [-5.76, -2.13, 0.48], [-6.86, -4.10, 2.54], [-5.91, -2.69, 2.94], [-4.79, -4.71, 0.97], [-4.75, -5.13, 2.68], [-2.08, -3.09, 4.14], [-3.50, -4.08, 4.45], [-4.87, -2.17, 4.79], [-3.99, -1.22, 3.61], [-2.92, -1.94, 6.41], [-3.65, -0.40, 5.98], [-2.12, -0.89, 5.24], [2.73, 1.40, 0.07], [4.01, 1.28, -0.75], [3.76, 1.29, -2.71], [3.09, 3.11, -2.95], [2.44, 3.39, -4.15], [1.94, 4.66, -4.41], [2.07, 5.66, -3.46], [2.72, 5.40, -2.26], [3.23, 4.13, -2.01], [5.62, 1.55, -3.23], [6.70, 1.32, -2.39], [8.00, 1.49, -2.84], [8.23, 1.89, -4.15], [7.16, 2.12, -5.00], [5.86, 1.94, -4.55], [1.47, 0.06, -0.01], [0.77, 0.17, -1.70], [0.24, 1.41, -2.06], [-0.43, 1.57, -3.27], [-0.60, 0.48, -4.11], [-0.10, -0.76, -3.75], [0.57, -0.92, -2.54], [2.45, -1.47, 0.07], [3.22, -1.96, -0.98], [3.97, -3.12, -0.82], [3.96, -3.80, 0.39], [3.20, -3.32, 1.45], [2.45, -2.16, 1.29], [2.20, 2.32, -0.16], [2.99, 1.46, 1.14], [4.55, 0.37, -0.51], [4.66, 2.11, -0.48], [2.31, 2.60, -4.88], [1.44, 4.86, -5.35], [1.68, 6.65, -3.66], [2.84, 6.18, -1.53], [3.75, 3.96, -1.08], [6.54, 1.00, -1.36], [8.83, 1.32, -2.18], [9.24, 2.01, -4.51], [7.33, 2.42, -6.03], [5.03, 2.11, -5.23], [0.36, 2.28, -1.42], [-0.82, 2.54, -3.54], [-1.13, 0.60, -5.05], [-0.23, -1.61, -4.40], [0.96, -1.89, -2.28], [3.23, -1.44, -1.93], [4.56, -3.49, -1.65], [4.56, -4.69, 0.52], [3.20, -3.84, 2.40], [1.86, -1.80, 2.12], [0.56, -5.35, -1.72], [-0.32, -4.24, -1.37], [-1.45, -3.85, -2.05], [-1.94, -2.77, -1.40], [-1.12, -2.50, -0.32], [-0.15, -3.42, -0.34], [0.21, -5.80, -2.65], [0.55, -6.10, -0.94], [1.57, -4.98, -1.86], [-1.80, -4.37, -2.93], [-2.81, -2.18, -1.62], [0.66, -3.50, 0.35], [-4.90, 0.52, 0.78], [-3.66, 1.82, 1.23], [-4.39, 3.11, 2.36], [-2.90, 2.59, -0.29], [-2.26, 1.06, 2.32], [-0.71, 1.95, 3.00], [-1.43, 2.88, 4.45], [0.01, 3.09, 1.71], [0.50, 0.66, 3.59], [-5.62, 0.92, 0.06], [-5.46, 0.19, 1.66], [-4.45, -0.37, 0.34], [-5.35, 3.44, 1.94], [-3.75, 3.98, 2.45], [-4.59, 2.73, 3.37], [-3.69, 2.89, -0.98], [-2.24, 1.91, -0.84], [-2.32, 3.48, -0.06], [-2.58, 0.24, 2.97], [-2.17, 3.61, 4.14], [-0.61, 3.42, 4.94], [-1.88, 2.21, 5.18], [-0.66, 3.92, 1.49], [0.21, 2.56, 0.78], [0.95, 3.51, 2.07], [0.02, -0.07, 4.24], [1.31, 1.14, 4.16], [0.96, 0.14, 2.76]]}

=====

{"formula": "C18H19N7O2S", "method": "ωB97M-V/def2-TZVPD", "e_lumo_ev": 0.0, "e_homo_ev": -7.816, "smiles": "CCNC(=O)Nc1nc2cc(-c3ccn4ncnc4c3)c(=O)n(C(C)C)c2s1", "elements": ["C", "C", "N", "C", "O", "N", "C", "N", "C", "C", "C", "C", "C", "C", "N", "N", "C", "N", "C", "C", "C", "O", "N", "C", "C", "C", "C", "S", "H", "H", "H", "H", "H", "H", "H", "H", "H", "H", "H", "H", "H", "H", "H", "H", "H", "H", "H"], "xyz": [[2.89, 2.82, -5.48], [3.69, 1.50, -5.66], [4.48, 1.19, -4.46], [3.98, 1.03, -3.21], [4.74, 1.32, -2.32], [2.68, 0.62, -3.01], [2.07, 0.40, -1.78], [0.91, -0.25, -1.79], [0.41, -0.33, -0.48], [-0.88, -0.95, -0.25], [-1.41, -1.00, 1.05], [-2.75, -1.58, 1.25], [-3.20, -2.72, 0.39], [-4.49, -3.21, 0.48], [-5.34, -2.68, 1.46], [-6.53, -3.16, 1.77], [-6.90, -2.32, 2.74], [-5.97, -1.34, 3.07], [-4.97, -1.65, 2.29], [-3.64, -1.03, 2.15], [-0.51, -0.52, 2.15], [-0.80, -0.86, 3.28], [0.66, 0.27, 1.88], [1.39, 0.99, 2.91], [0.48, 1.92, 3.69], [2.22, 0.05, 3.81], [1.15, 0.27, 0.55], [2.58, 0.93, -0.19], [2.25, 2.99, -6.33], [3.61, 3.65, -5.38], [2.18, 2.83, -4.66], [2.99, 0.69, -5.83], [4.36, 1.57, -6.51], [5.41, 1.58, -4.42], [2.24, 0.24, -3.84], [-1.49, -1.19, -1.09], [-2.56, -3.13, -0.37], [-4.92, -3.99, -0.09], [-7.84, -2.45, 3.27], [-3.34, -0.19, 2.77], [2.14, 1.65, 2.44], [1.05, 2.58, 4.37], [-0.07, 2.54, 2.98], [-0.29, 1.39, 4.32], [2.86, 0.67, 4.47], [2.86, -0.58, 3.18], [1.62, -0.58, 4.42]]}

=====

{"formula": "C3H4O3S", "method": "ωB97M-V/def2-TZVPD", "e_lumo_ev": -0.1, "e_homo_ev": -9.452, "elements": ["C", "C", "C", "O", "O", "O", "S", "H", "H", "H", "H"], "xyz": [[-1.08, -0.15, 0.22], [-0.08, -0.48, -0.35], [-2.39, 0.07, 0.87], [3.20, 0.92, -1.58], [3.53, -0.18, 0.63], [1.03, -0.78, -0.86], [2.78, 0.68, -0.24], [-2.07, 1.09, 1.28], [-2.73, -0.54, 1.69], [-3.25, 0.27, 0.15], [1.06, -0.91, -1.82]]}

=====

{"formula": "C13H12ClF4O20V", "method": "ωB97M-V/def2-TZVPD", "multiplicity": 4, "total_charge": -1, "e_lumo_ev": [1.0, 1.0], "e_homo_ev": [-5.236, -5.235], "elements": ["O", "V", "C", "O", "O", "O", "Cl", "O", "O", "O", "O", "C", "C", "O", "C", "O", "O", "F", "H", "H", "H", "C", "C", "O", "C", "O", "O", "F", "H", "H", "H", "C", "C", "O", "C", "O", "O", "F", "H", "H", "H", "C", "C", "O", "C", "O", "O", "F", "H", "H", "H"], "xyz": [[1.85, -0.06, 2.18], [2.34, 0.43, 0.71], [6.07, 0.09, 1.14], [5.25, -0.81, 0.90], [7.07, 0.24, 1.82], [5.45, 1.18, 1.12], [2.10, 5.58, 2.36], [1.60, 5.25, 3.69], [3.54, 5.78, 2.40], [1.81, 4.43, 1.51], [1.39, 6.68, 1.91], [-5.08, 0.31, -0.37], [-4.70, -0.90, 0.45], [-3.39, -0.66, 0.71], [-2.86, 0.19, -0.14], [-1.62, 0.37, -0.21], [-3.79, 0.63, -0.95], [-4.69, -2.02, -0.31], [-5.42, 1.12, 0.28], [-5.97, 0.08, -0.96], [-5.31, -0.98, 1.35], [-0.60, -5.44, -3.29], [-1.26, -4.27, -3.88], [-0.55, -3.15, -3.36], [0.35, -3.54, -2.47], [0.98, -2.77, -1.74], [0.28, -4.89, -2.33], [-2.45, -4.13, -3.40], [0.02, -6.02, -3.96], [-1.29, -6.16, -2.87], [-1.40, -4.35, -4.96], [5.36, 0.86, -6.45], [4.09, 1.56, -6.89], [3.24, 1.60, -5.72], [3.98, 1.28, -4.60], [3.62, 1.34, -3.41], [5.27, 0.99, -4.99], [3.55, 0.85, -7.85], [6.31, 1.32, -6.73], [5.32, -0.18, -6.77], [4.32, 2.52, -7.35], [-3.26, 0.48, 8.34], [-4.38, 0.26, 7.36], [-3.72, 0.29, 6.14], [-2.63, 1.05, 6.15], [-2.04, 1.36, 5.16], [-2.40, 1.29, 7.56], [-5.25, 1.20, 7.41], [-2.74, -0.47, 8.45], [-3.46, 0.84, 9.35], [-4.92, -0.68, 7.49]]}

=====

{"formula": "C7H13N5", "method": "ωB97M-V/def2-TZVPD", "e_lumo_ev": 0.9, "e_homo_ev": -7.847, "elements": ["C", "C", "C", "C", "C", "C", "C", "N", "N", "N", "N", "N", "H", "H", "H", "H", "H", "H", "H", "H", "H", "H", "H", "H", "H"], "xyz": [[-1.73, -1.14, 0.18], [-0.94, 1.07, 0.16], [2.51, -0.98, -0.09], [2.49, 0.53, -0.29], [1.09, -1.52, -0.27], [1.48, 1.14, 0.70], [-3.30, 0.63, -0.38], [-2.33, -2.21, 0.13], [-1.23, 2.29, -0.04], [-1.98, 0.13, -0.03], [0.24, -0.91, 0.74], [0.20, 0.48, 0.57], [3.18, -1.46, -0.81], [2.85, -1.21, 0.92], [3.48, 0.96, -0.10], [2.20, 0.77, -1.31], [0.75, -1.31, -1.30], [1.06, -2.60, -0.10], [1.84, 0.98, 1.72], [1.36, 2.21, 0.53], [-3.20, 1.31, -1.22], [-3.94, -0.21, -0.62], [-3.70, 1.18, 0.47], [-1.90, -3.08, 0.34], [-0.48, 2.95, 0.11]]}

=====

{"formula": "C42H38N8PbS5", "method": "ωB97M-V/def2-TZVPD", "e_lumo_ev": -0.2, "e_homo_ev": -6.807, "elements": ["Pb", "N", "S", "N", "S", "N", "S", "N", "C", "C", "C", "C", "C", "C", "C", "C", "C", "C", "C", "C", "C", "C", "C", "C", "C", "C", "C", "C", "C", "C", "C", "C", "C", "C", "C", "C", "C", "C", "C", "C", "C", "C", "C", "C", "H", "H", "H", "H", "H", "H", "H", "H", "H", "H", "H", "H", "H", "H", "H", "H", "H", "H", "H", "H", "H", "H", "H", "H", "H", "H", "H", "H", "H", "H", "N", "C", "C", "N", "H", "H", "H", "H", "H", "H", "H", "H", "S", "C", "S", "C", "C", "N", "C", "N"], "xyz": [[-0.24, 0.79, 0.09], [0.88, -0.08, 2.00], [1.61, -1.20, 2.58], [1.46, -2.74, 2.03], [0.24, -3.63, 1.75], [-1.20, -3.12, 1.63], [-2.14, -2.47, 0.40], [-1.96, -1.14, -0.12], [-2.19, -3.76, -0.86], [-3.08, -4.82, -0.85], [-3.10, -5.69, -1.93], [-2.24, -5.50, -3.00], [-1.36, -4.42, -3.00], [-1.35, -3.54, -1.94], [-3.68, -2.70, 1.30], [-4.59, -1.67, 1.13], [-5.81, -1.72, 1.79], [-6.11, -2.80, 2.61], [-5.19, -3.82, 2.78], [-3.97, -3.78, 2.13], [0.74, -4.67, 0.41], [1.78, -4.28, -0.42], [2.13, -5.13, -1.47], [1.47, -6.33, -1.63], [0.44, -6.71, -0.77], [0.06, -5.87, 0.26], [0.13, -4.77, 3.12], [1.17, -5.68, 3.28], [1.17, -6.51, 4.38], [0.14, -6.43, 5.31], [-0.89, -5.51, 5.14], [-0.90, -4.67, 4.03], [3.38, -1.10, 2.46], [4.22, -1.16, 3.57], [5.59, -0.99, 3.38], [6.09, -0.78, 2.11], [5.24, -0.72, 1.01], [3.88, -0.88, 1.19], [1.32, -1.35, 4.35], [0.84, -0.21, 4.98], [0.57, -0.25, 6.34], [0.78, -1.42, 7.05], [1.27, -2.55, 6.42], [1.55, -2.52, 5.06], [-3.76, -4.98, -0.02], [-3.80, -6.52, -1.93], [-2.26, -6.18, -3.84], [-0.70, -4.26, -3.84], [-0.70, -2.67, -1.96], [-4.32, -0.84, 0.48], [-6.52, -0.92, 1.67], [-7.05, -2.83, 3.13], [-5.42, -4.66, 3.43], [-3.24, -4.57, 2.26], [2.28, -3.34, -0.28], [2.91, -4.82, -2.14], [1.75, -6.99, -2.44], [-0.07, -7.65, -0.91], [-0.74, -6.15, 0.93], [1.97, -5.73, 2.55], [1.96, -7.23, 4.52], [0.14, -7.08, 6.17], [-1.68, -5.44, 5.87], [-1.67, -3.93, 3.89], [3.83, -1.32, 4.56], [6.25, -1.03, 4.23], [7.16, -0.64, 1.97], [5.63, -0.53, 0.02], [3.20, -0.83, 0.35], [0.69, 0.69, 4.40], [0.20, 0.63, 6.84], [0.56, -1.45, 8.11], [1.44, -3.46, 6.98], [1.96, -3.38, 4.56], [-1.64, 3.37, 1.43], [-1.83, 3.17, 2.86], [-2.67, 1.93, 3.14], [-2.04, 0.72, 2.64], [-1.06, 4.17, 1.23], [-2.53, 3.51, 0.96], [-2.29, 4.02, 3.36], [-0.84, 3.03, 3.30], [-3.64, 2.04, 2.64], [-2.88, 1.91, 4.22], [-2.63, -0.09, 2.71], [-1.15, 0.53, 3.09], [1.23, -0.99, -1.36], [2.50, 0.21, -1.55], [2.26, 1.80, -0.97], [3.71, -0.20, -2.10], [4.81, 0.70, -2.24], [5.70, 1.41, -2.37], [3.94, -1.55, -2.46], [4.15, -2.66, -2.71]]}

=====

Number 1: calculated total energy -118021.078 eV. Number 2: calculated total energy -152040.143 eV. Number 3: calculated total energy -44335.576 eV. Number 4: calculated total energy -20150.037 eV. Number 5: calculated total energy -103692.834 eV. Number 6: calculated total energy -14917.873 eV. Number 7: calculated total energy -115508.245 eV.